Entry 1:
# C23H52LuN2O2P3

A molecular structure, C23H52LuN2O2P3 at a distorted geometry (wB97M-V/def2-TZVPD, OMol25).

charge = 0
relative energy (zero: lowest compared OMol25 entry of this formula, charge and spin) = 65.5 kJ/mol
total energy = -93246.5533 eV

Positions of all 83 atoms, in Å:
C  -5.7322  0.2026  -1.2375
C  -4.4269  0.3388  -0.8055
N  -3.3789  0.1018  -1.6194
C  -3.6081  -0.1792  -2.9168
C  -4.8862  -0.4078  -3.3560
C  -5.9715  -0.2444  -2.5229
C  -4.2678  0.7657  0.6507
P  -2.5516  1.0941  1.2782
Lu  -1.2124  0.8577  -0.9513
P  -0.8754  -0.9433  -3.3581
C  -2.4340  -0.2934  -3.9078
O  -3.8384  -4.3542  3.6000
O  -0.8687  -2.8411  1.1440
H  -6.5220  0.3815  -0.5384
H  -5.0090  -0.7545  -4.3904
H  -6.9898  -0.4176  -2.8679
C  -2.7018  2.9169  1.6081
C  -2.7020  0.4500  2.9836
H  -2.7441  -0.9909  -4.6961
H  -2.2802  0.6656  -4.4239
H  -4.6588  0.0538  1.2925
H  -4.8233  1.7476  0.8033
C  0.1809  -1.3745  -4.7285
C  -1.1305  -2.2808  -2.2287
H  -0.1844  -3.4807  1.4278
H  -1.2511  -2.2067  1.7477
H  -4.3620  -5.0486  4.0128
H  -4.1169  -4.5150  2.6689
H  -0.1186  0.2305  -2.7231
H  -0.2637  -5.2513  3.4804
H  -2.9372  3.1183  2.6747
H  -1.7589  3.4407  1.3640
H  -3.4893  3.3728  0.9794
H  -2.9630  1.2467  3.6863
H  -3.4666  -0.3293  3.0204
H  -1.7590  0.0071  3.3092
H  -1.1026  -3.1680  -2.8768
H  -0.3678  -2.4087  -1.4348
H  -2.0985  -2.2540  -1.7395
H  -0.0876  -2.3599  -5.1149
H  0.0945  -0.6564  -5.5503
H  1.2323  -1.4027  -4.4206
C  2.7753  3.0006  -0.9559
C  2.5037  2.4775  0.4753
C  3.7313  2.7931  1.3892
C  1.2891  3.2540  1.0275
P  2.1352  0.5908  0.3667
N  0.6907  0.3251  -0.2779
C  3.3713  -0.2615  -0.7189
C  4.8652  0.1703  -0.3876
C  3.3002  -1.7843  -0.5006
C  3.1493  0.0317  -2.2125
C  1.9527  -0.2280  2.0299
C  3.3855  -0.3897  2.6404
C  1.1230  0.6365  3.0040
C  1.5792  -1.6628  2.1325
H  2.7840  4.1019  -0.8978
H  1.9469  2.6983  -1.6137
H  3.7499  2.6799  -1.3584
H  3.9381  3.8734  1.2681
H  3.5131  2.6224  2.4593
H  4.6472  2.2504  1.0944
H  0.4060  3.0275  0.4093
H  1.0848  3.0605  2.0912
H  1.5061  4.3308  0.9174
H  5.1495  0.0125  0.6839
H  5.5440  -0.4676  -1.0117
H  5.0664  1.2312  -0.6737
H  2.2690  -2.1261  -0.6147
H  3.8986  -2.2855  -1.2781
H  3.7012  -2.1077  0.4701
H  2.0847  -0.0640  -2.4305
H  3.5061  1.0254  -2.5060
H  3.7033  -0.7154  -2.8018
H  3.8333  0.5989  2.8811
H  3.2849  -0.9760  3.5997
H  4.0696  -0.9585  1.9496
H  0.1012  0.7819  2.6353
H  1.0798  0.1211  3.9827
H  1.6179  1.6079  3.1581
H  0.6442  -1.6907  1.4736
H  2.1837  -2.4181  1.6378
H  1.2680  -1.9968  3.1399

Population analysis type Mulliken, resulting atomic charges in e: atom 1 (C): -0.720, atom 2 (C): 0.467, atom 3 (N): -0.008, atom 4 (C): 0.978, atom 5 (C): -0.611, atom 6 (C): -0.712, atom 7 (C): -1.604, atom 8 (P): 1.173, atom 9 (Lu): 0.142, atom 10 (P): 1.100, atom 11 (C): -1.395, atom 12 (O): -0.640, atom 13 (O): -0.762, atom 14 (H): 0.516, atom 15 (H): 0.367, atom 16 (H): 0.395, atom 17 (C): -1.300, atom 18 (C): -1.640, atom 19 (H): 0.387, atom 20 (H): 0.214, atom 21 (H): 0.696, atom 22 (H): 0.419, atom 23 (C): -1.267, atom 24 (C): -0.970, atom 25 (H): 0.251, atom 26 (H): 0.132, atom 27 (H): 0.286, atom 28 (H): 0.328, atom 29 (H): -0.280, atom 30 (H): -0.290, atom 31 (H): 0.398, atom 32 (H): 0.180, atom 33 (H): 0.433, atom 34 (H): 0.449, atom 35 (H): 0.564, atom 36 (H): 0.344, atom 37 (H): 0.473, atom 38 (H): 0.030, atom 39 (H): 0.494, atom 40 (H): 0.441, atom 41 (H): 0.444, atom 42 (H): 0.345, atom 43 (C): -1.772, atom 44 (C): 1.810, atom 45 (C): -1.733, atom 46 (C): -1.249, atom 47 (P): -0.114, atom 48 (N): 0.727, atom 49 (C): 1.845, atom 50 (C): -1.768, atom 51 (C): -1.827, atom 52 (C): -1.635, atom 53 (C): 2.434, atom 54 (C): -1.701, atom 55 (C): -1.672, atom 56 (C): -1.943, atom 57 (H): 0.601, atom 58 (H): 0.217, atom 59 (H): 0.263, atom 60 (H): 0.506, atom 61 (H): 0.297, atom 62 (H): 0.251, atom 63 (H): -0.116, atom 64 (H): 0.259, atom 65 (H): 0.572, atom 66 (H): 0.292, atom 67 (H): 0.494, atom 68 (H): 0.297, atom 69 (H): 0.125, atom 70 (H): 0.637, atom 71 (H): 0.330, atom 72 (H): -0.038, atom 73 (H): 0.249, atom 74 (H): 0.606, atom 75 (H): 0.307, atom 76 (H): 0.505, atom 77 (H): 0.233, atom 78 (H): -0.262, atom 79 (H): 0.640, atom 80 (H): 0.231, atom 81 (H): -0.213, atom 82 (H): 0.439, atom 83 (H): 0.629

***

Entry 2:
# C23H52N7O4P2

3 unconnected molecules or ions with the total composition C23H52N7O4P2 at a distorted geometry (wB97M-V/def2-TZVPD, OMol25).

charge = +1
total energy = -61883.8746 eV

Positions of all 88 atoms, in Å:
C  4.8885  -2.8172  -2.9667
N  3.9434  -1.6797  -2.9492
C  4.1549  -0.6365  -2.1454
C  3.2712  0.4173  -2.1015
C  2.1469  0.3599  -2.9327
C  1.1485  1.4929  -2.8645
C  0.3345  1.3374  -1.5325
C  -0.2289  -0.0754  -1.2966
C  -1.1327  -0.5914  -2.4411
O  -2.5167  -0.6588  -2.0219
C  -3.3077  -0.3579  -3.1224
O  -3.2926  -1.0351  -4.1184
C  1.9541  -0.7434  -3.7709
C  2.8771  -1.7408  -3.7618
H  5.6827  -2.5667  -3.6805
H  4.4032  -3.7305  -3.3167
H  5.3390  -2.9729  -1.9837
H  5.0431  -0.6412  -1.5145
H  3.3580  1.2840  -1.4528
H  1.6564  2.4655  -2.8961
H  0.4875  1.4751  -3.7416
H  1.0587  1.5551  -0.7317
H  -0.4549  2.0961  -1.4674
H  -0.8284  -0.0588  -0.3757
H  0.5493  -0.8306  -1.1211
H  -0.8318  -1.6090  -2.7312
H  -1.0235  0.0339  -3.3367
H  -3.9460  0.5416  -3.0419
H  1.0603  -0.7486  -4.3895
H  2.7830  -2.6084  -4.4097
O  -7.8927  -0.0566  1.9178
P  -7.6859  -0.9989  0.7585
N  -7.5725  0.2179  -0.4784
C  -7.9297  0.0761  -1.8770
C  -6.4334  1.1224  -0.3319
N  -9.2732  -1.6795  0.7918
C  -10.1588  -1.7305  -0.3584
C  -10.0755  -1.4297  1.9866
N  -7.1711  -2.2839  -0.3252
C  -7.3854  -3.6472  0.2326
C  -5.7188  -2.2254  -0.6228
H  -7.2404  -0.5601  -2.4527
H  -7.9382  1.0558  -2.3608
H  -8.9337  -0.3095  -2.0170
H  -5.4704  0.6272  -0.5290
H  -6.3911  1.5281  0.6799
H  -6.5130  1.9747  -1.0088
H  -10.5640  -0.7422  -0.6056
H  -11.0036  -2.3944  -0.1536
H  -9.6673  -2.1619  -1.2307
H  -10.4930  -0.4163  1.9933
H  -9.4897  -1.5683  2.8914
H  -10.9057  -2.1385  2.0442
H  -6.8724  -3.7794  1.1895
H  -7.0151  -4.3979  -0.4684
H  -8.4365  -3.8711  0.3796
H  -5.1194  -2.1752  0.2902
H  -5.4694  -1.3662  -1.2443
H  -5.4034  -3.0988  -1.1932
O  5.5883  1.1624  0.7449
P  6.5244  1.4649  1.8981
N  5.7805  0.4046  3.0520
C  5.7560  0.5641  4.4961
C  5.8409  -1.0145  2.6991
N  5.9744  3.0846  2.1464
C  5.5138  3.5987  3.4260
C  5.1646  3.6806  1.0901
N  7.9069  1.7882  2.9287
C  8.7401  2.9335  2.4645
C  8.8550  0.6430  2.9948
H  6.7272  0.3950  4.9800
H  5.0528  -0.1456  4.9369
H  5.3949  1.5386  4.8045
H  6.8570  -1.4244  2.7643
H  5.4888  -1.1733  1.6777
H  5.2007  -1.6130  3.3481
H  4.5287  3.2001  3.6947
H  5.4322  4.6884  3.3859
H  6.2280  3.3999  4.2241
H  4.1302  3.3115  1.1111
H  5.5856  3.4786  0.1080
H  5.1371  4.7677  1.1958
H  9.1059  2.7818  1.4458
H  9.5973  3.0609  3.1272
H  8.2005  3.8740  2.4934
H  9.1498  0.3001  2.0004
H  8.4312  -0.2001  3.5386
H  9.7538  0.9233  3.5416

Population analysis type Mulliken, resulting atomic charges in e: atom 1 (C): -0.931, atom 2 (N): 0.179, atom 3 (C): -0.345, atom 4 (C): -0.705, atom 5 (C): 0.874, atom 6 (C): -1.513, atom 7 (C): -0.716, atom 8 (C): -0.636, atom 9 (C): -0.571, atom 10 (O): -0.244, atom 11 (C): 0.184, atom 12 (O): -0.484, atom 13 (C): -0.539, atom 14 (C): -0.273, atom 15 (H): 0.353, atom 16 (H): 0.332, atom 17 (H): 0.327, atom 18 (H): 0.572, atom 19 (H): 0.643, atom 20 (H): 0.419, atom 21 (H): 0.524, atom 22 (H): 0.378, atom 23 (H): 0.417, atom 24 (H): 0.457, atom 25 (H): 0.314, atom 26 (H): 0.250, atom 27 (H): 0.401, atom 28 (H): 0.396, atom 29 (H): 0.516, atom 30 (H): 0.401, atom 31 (O): -0.810, atom 32 (P): 0.873, atom 33 (N): 0.053, atom 34 (C): -0.717, atom 35 (C): -1.012, atom 36 (N): 0.167, atom 37 (C): -1.258, atom 38 (C): -0.970, atom 39 (N): 0.007, atom 40 (C): -1.047, atom 41 (C): -0.871, atom 42 (H): 0.215, atom 43 (H): 0.427, atom 44 (H): 0.173, atom 45 (H): 0.217, atom 46 (H): 0.303, atom 47 (H): 0.385, atom 48 (H): 0.326, atom 49 (H): 0.449, atom 50 (H): 0.350, atom 51 (H): 0.310, atom 52 (H): 0.332, atom 53 (H): 0.307, atom 54 (H): 0.375, atom 55 (H): 0.391, atom 56 (H): 0.328, atom 57 (H): 0.388, atom 58 (H): -0.147, atom 59 (H): 0.466, atom 60 (O): -0.684, atom 61 (P): 0.749, atom 62 (N): 0.073, atom 63 (C): -0.763, atom 64 (C): -0.885, atom 65 (N): 0.161, atom 66 (C): -1.253, atom 67 (C): -0.942, atom 68 (N): -0.073, atom 69 (C): -1.043, atom 70 (C): -1.072, atom 71 (H): 0.280, atom 72 (H): 0.402, atom 73 (H): 0.187, atom 74 (H): 0.278, atom 75 (H): 0.062, atom 76 (H): 0.412, atom 77 (H): 0.324, atom 78 (H): 0.440, atom 79 (H): 0.359, atom 80 (H): 0.281, atom 81 (H): 0.293, atom 82 (H): 0.323, atom 83 (H): 0.361, atom 84 (H): 0.407, atom 85 (H): 0.310, atom 86 (H): 0.370, atom 87 (H): 0.248, atom 88 (H): 0.407

***

> Which of these has the lowest total energy?

C23H52LuN2O2P3

***

> Among the records above, which one has the highest charge?

C23H52N7O4P2

***

> Number 2 is which compound?

C23H52N7O4P2

***

> Which of these has the lowest total energy?

C23H52LuN2O2P3